No. 1
A molecular structure, C26H40N2O4PtS7Si. Source: the Open Molecules 2025 dataset; level of theory: ωB97M-V with the def2-TZVPD basis set.

As for the molecular weight: 892.249 g/mol. Its gap between HOMO and LUMO (spin up / spin down) is 5.8 / 5.2 eV. For the calculated total energy, the calculation gives -4620.785444 hartree. As for the HOMO energy (spin up / spin down): -5.6 / -7.9 eV.

Geometry as ORCA input:
```
! RIJCOSX wB97M-V def2-TZVPD def2/J DEFGRID3
* xyz 0 5
C -0.98 -1.02 2.55
C -1.88 5.18 -1.71
Pt -0.36 2.26 0.74
C 4.62 -0.52 1.87
H 4.07 3.27 -2.87
C -1.46 0.37 2.82
S 5.42 -1.49 0.81
C 6.34 1.24 5.06
H -5.75 2.37 -1.11
C -2.05 6.81 0.80
S 2.93 -0.55 1.55
H -1.99 7.58 0.00
C -0.26 5.13 1.61
H 0.00 -1.23 2.08
C -1.10 5.69 0.60
H -2.74 -9.19 -6.51
H 2.78 4.35 -0.88
O -0.47 -3.38 3.61
C 0.62 -9.85 -5.11
S 8.47 -1.97 0.87
H 3.01 1.81 -4.45
H -2.69 4.40 -1.59
H -1.19 1.10 1.95
C -1.84 1.66 -0.17
H -5.44 -1.57 -0.36
H 1.05 -0.83 4.60
H -1.17 -10.05 -6.94
H 5.92 0.59 5.85
H -3.85 -1.54 0.30
H -2.28 6.20 -1.85
H 1.40 -3.42 5.08
H -0.81 2.43 -2.46
H 7.14 0.62 4.61
H -1.92 7.32 1.77
C 1.04 2.00 -3.52
C 1.28 -2.62 5.82
H -3.10 6.44 0.73
C -5.78 1.28 -0.86
H 0.53 1.30 -4.20
O 1.46 3.30 1.29
C 0.42 -1.45 5.26
O -1.23 -8.60 -3.73
H 6.62 2.19 5.53
H 0.96 -10.21 -6.11
H -2.22 -10.49 -5.48
C 2.26 3.79 -1.81
C -4.42 -1.40 -0.63
H -0.86 0.83 3.64
O 2.40 0.37 2.43
H 0.00 -0.94 6.11
H -1.66 -1.53 1.86
H -5.69 1.06 0.19
C 7.18 -1.19 1.36
H -3.10 -0.46 -3.57
H -4.84 -0.37 -3.76
C 2.42 2.31 -3.69
S 7.07 -0.03 2.53
S -0.75 -8.63 -5.12
H 2.25 -2.28 6.12
H -2.50 0.46 3.07
C -1.89 -9.67 -6.12
C 0.29 2.62 -2.48
H 0.83 -3.01 6.76
H -1.34 4.99 -2.68
H -3.91 1.18 -3.73
C -2.72 0.96 -0.66
C 3.02 3.18 -2.79
C -3.96 0.19 -3.32
C 0.55 4.14 0.96
S 4.83 1.29 3.97
Si -4.23 0.31 -1.46
H -4.04 -2.11 -1.40
N -0.98 5.08 -0.56
H -6.76 0.91 -1.33
C 0.90 3.54 -1.70
N 0.21 4.09 -0.48
H -0.24 5.12 2.68
C 5.36 0.34 2.75
H 0.26 -10.62 -4.43
S -0.99 -2.07 4.05
H 1.51 -9.42 -4.63
*
```

Löwdin population analysis, charges in e, atoms 1 to 4: -0.41, -0.01, 0.99, -0.95


No. 2
2 unconnected molecules or ions with the total composition CHN4. Source: the Open Molecules 2025 dataset; level of theory: ωB97M-V with the def2-TZVPD basis set.

As for the molecular weight: 69.047 g/mol. Its gap between HOMO and LUMO is 7.6 eV. For the calculated total energy, the calculation gives -257.707871 hartree. As for the HOMO energy: -3.0 eV.

Geometry as ORCA input:
```
! RIJCOSX wB97M-V def2-TZVPD def2/J DEFGRID3
* xyz -1 1
N 0.27 -0.46 1.98
N -0.51 0.74 -3.05
C -0.36 0.44 -1.99
H -0.13 0.13 -0.96
N 0.04 -0.29 3.10
N 0.70 -0.56 0.91
*
```

natural (NBO) population analysis, charges in e, atoms 1 to 4: 0.18, -0.41, 0.08, 0.28


No. 3
A molecular structure, C11H13BN3O7. Source: the Open Molecules 2025 dataset; level of theory: ωB97M-V with the def2-TZVPD basis set.

As for the molecular weight: 310.051 g/mol. Its gap between HOMO and LUMO is 6.1 eV. For the calculated total energy, the calculation gives -1142.845031 hartree. As for the HOMO energy: -3.9 eV.

Geometry as ORCA input:
```
! RIJCOSX wB97M-V def2-TZVPD def2/J DEFGRID3
* xyz -1 1
O 0.63 3.59 -0.72
H -1.07 -1.26 -0.99
C 3.51 -2.26 -0.63
C 2.66 -3.53 -0.32
O 4.70 -2.24 -0.36
C -1.49 -0.72 1.03
C 1.26 -3.42 -0.58
H -1.99 4.35 0.61
H -0.73 0.77 -1.69
H 1.23 2.84 -0.79
O -1.14 0.37 3.18
H 0.61 -4.26 -0.36
B -0.60 3.20 -0.31
C -0.82 1.70 0.16
H 0.16 1.26 0.37
C 2.84 -1.14 -1.23
H -2.87 0.41 2.20
C 1.49 -1.09 -1.49
H -2.37 1.34 -1.31
N 1.30 0.70 2.97
O 3.21 -4.52 0.12
H 3.47 -0.30 -1.48
C -1.83 0.47 1.91
H -1.33 5.02 -0.69
N -1.75 -0.50 -0.40
C 0.14 0.54 3.10
C 0.65 -2.31 -1.08
O 0.85 -0.12 -2.03
O -1.65 1.70 1.35
O -0.63 -2.22 -1.20
H -0.48 -1.09 1.16
C -1.47 0.89 -0.90
H -2.13 -1.52 1.36
N -1.68 4.15 -0.33
H -2.69 -0.78 -0.65
*
```

natural (NBO) population analysis, charges in e, atoms 1 to 4: -0.87, 0.46, 0.43, 0.45


No. 4
10 unconnected molecules or ions with the total composition C25H65N5O10S5. Source: the Open Molecules 2025 dataset; level of theory: ωB97M-V with the def2-TZVPD basis set.

As for the molecular weight: 756.155 g/mol. Its gap between HOMO and LUMO is 8.5 eV. For the calculated total energy, the calculation gives -4008.584821 hartree. As for the HOMO energy: -8.7 eV.

Geometry as ORCA input:
```
! RIJCOSX wB97M-V def2-TZVPD def2/J DEFGRID3
* xyz 0 1
S -3.59 -2.65 2.08
C 3.57 -1.67 4.33
C 4.69 -1.18 1.38
H 2.60 -5.44 -2.01
H -1.53 4.06 1.61
H 2.56 2.05 -0.90
O 0.86 3.95 0.36
C 3.03 -4.46 -1.80
H 3.26 -2.70 4.16
H -1.00 2.35 1.49
S 0.43 -1.41 -1.11
H 2.55 -4.11 -0.88
H 4.13 1.84 -1.53
H -0.91 7.35 -2.59
H -1.30 3.08 -2.10
H -3.41 -6.37 -0.49
H 5.39 -1.40 2.18
H 3.66 6.27 0.31
H -1.09 0.42 -1.69
H -4.13 1.60 -0.95
H -1.94 -0.18 -4.58
H -1.56 1.15 5.10
N -0.14 5.48 -2.03
C -2.83 -2.95 3.69
H 0.01 7.34 -1.06
H -2.72 -1.69 -4.73
H 2.67 6.69 1.74
H 0.83 7.24 -2.62
H -3.17 -3.94 4.00
H -2.47 -4.96 0.15
H -5.86 -3.12 1.64
H -1.89 -1.57 -0.40
H 2.89 -0.10 0.01
C 1.64 -0.87 2.55
H 0.69 -0.38 2.35
H 3.14 -0.30 -3.33
H 0.02 5.04 -1.14
C -2.13 -1.11 -4.03
H -1.75 -2.98 3.66
H 4.05 -1.66 5.31
H 0.56 0.98 -1.17
C -5.32 -2.81 2.54
C -0.06 6.92 -2.06
C 2.76 6.04 0.86
O 1.12 -1.03 5.13
C 2.76 -3.49 -2.92
O -2.89 1.46 -3.07
H 1.59 -1.96 2.40
H 3.05 2.24 2.16
H 3.94 2.64 0.03
H 4.07 -1.17 -4.54
H -2.09 0.70 3.46
H -4.59 -5.41 -3.08
H 5.00 -1.78 0.51
H -0.40 0.94 3.79
C -3.82 0.56 -1.05
H -1.39 -3.01 -1.18
C 2.06 2.40 1.73
C -0.61 3.27 -2.91
H 1.84 1.60 1.02
H -3.24 -1.58 -2.33
C 4.68 0.27 0.94
O 1.52 -1.51 -0.07
H -2.68 2.74 1.65
H -3.16 -2.13 4.32
C 3.23 -1.26 -3.85
H 4.14 -2.20 -2.19
H -1.05 2.85 -3.81
S -4.51 -4.34 -0.97
H -3.09 0.36 -0.27
H 2.40 -0.54 1.84
C -1.04 -2.25 -0.48
H -0.62 0.37 0.01
H -4.71 -0.05 -0.91
N 3.66 0.55 0.09
N 2.74 4.68 1.37
O -4.09 -3.09 -1.68
H 3.42 4.47 2.09
O -0.17 3.67 4.07
N 3.51 -2.36 -2.95
H -2.47 -5.38 -1.61
C -3.05 -5.35 -0.68
O 1.88 -3.73 -3.74
C -0.25 0.27 -1.01
H -5.80 -1.94 2.99
C 1.81 3.75 1.10
H -0.92 -2.77 0.47
C -3.17 0.47 -2.42
S -1.52 3.09 3.77
H -5.33 -6.41 -1.83
H -1.18 -1.59 -3.81
H 1.36 2.35 2.57
N -2.85 -0.79 -2.82
C -0.42 4.76 -3.14
O -3.31 -1.22 1.71
H 0.36 2.80 -2.76
H 4.32 -1.40 3.59
H 4.09 -4.62 -1.61
H -6.24 -4.98 -2.51
C -1.40 1.32 4.03
C -5.28 -5.40 -2.23
H 1.87 6.23 0.27
O 5.50 1.10 1.29
O -0.53 5.28 -4.24
C -1.68 3.05 1.98
H 2.34 -1.43 -4.44
H -5.42 -3.67 3.22
S 2.21 -0.52 4.22
H 3.68 -1.53 1.60
C 3.58 1.82 -0.59
*
```

Löwdin population analysis, charges in e, atoms 1 to 4: 0.79, -0.27, -0.01, 0.08


No. 5
A molecular structure, C8H12NO6P2S2V. Source: the Open Molecules 2025 dataset; level of theory: ωB97M-V with the def2-TZVPD basis set.

As for the molecular weight: 395.211 g/mol. Its gap between HOMO and LUMO (spin up / spin down) is 7.3 / 8.4 eV. For the calculated total energy, the calculation gives -3241.397373 hartree. As for the HOMO energy (spin up / spin down): -12.2 / -12.3 eV.

Geometry as ORCA input:
```
! RIJCOSX wB97M-V def2-TZVPD def2/J DEFGRID3
* xyz 1 2
S -1.96 -2.03 -0.28
C 0.18 -3.65 -3.26
H -0.40 -4.20 -1.28
P 1.38 0.25 1.03
O -1.76 0.08 2.87
O 0.60 0.26 -0.32
C 0.14 -2.66 -4.26
H 0.66 -2.82 -5.20
H 0.84 0.63 3.93
O 2.70 1.10 0.72
N 0.66 2.85 1.33
C 0.44 1.50 2.02
H -2.57 2.62 3.16
H 0.74 -4.56 -3.43
H 0.29 2.84 0.38
O -1.87 2.65 2.49
H -0.57 -0.73 -4.82
H 2.06 1.80 3.44
S -2.19 0.18 -2.69
O -1.71 1.14 0.51
H 0.16 3.58 1.85
H 0.47 2.36 4.02
O 1.58 -1.01 1.74
V -1.17 -0.08 -0.77
C -1.28 -1.30 -2.86
C 0.99 1.59 3.44
H 3.51 0.61 0.92
C -0.54 -1.50 -4.06
P -1.38 1.20 2.03
C -0.46 -3.46 -2.07
C -1.22 -2.29 -1.85
H 1.66 3.06 1.29
*
```

natural (NBO) population analysis, charges in e, atoms 1 to 4: 0.26, -0.16, 0.24, 2.38


No. 6
2 unconnected molecules or ions with the total composition C2H2FI3O. Source: the Open Molecules 2025 dataset; level of theory: ωB97M-V with the def2-TZVPD basis set.

As for the molecular weight: 441.747 g/mol. Its gap between HOMO and LUMO is 8.2 eV. For the calculated total energy, the calculation gives -1145.506736 hartree. Its SMILES is F/C(I)=C\I.OI. As for the HOMO energy: -9.1 eV.

Geometry as ORCA input:
```
! RIJCOSX wB97M-V def2-TZVPD def2/J DEFGRID3
* xyz 0 1
O -0.94 1.56 1.34
F 0.27 -0.54 -0.91
C 1.10 -0.97 0.09
I 0.66 -3.05 0.35
H -1.15 0.61 1.65
I -2.46 1.99 0.06
H 2.69 -0.57 1.36
I 2.02 1.86 0.13
C 1.99 -0.20 0.61
*
```

natural (NBO) population analysis, charges in e, atoms 1 to 4: -0.88, -0.35, 0.22, 0.15


No. 7
2 unconnected molecules or ions with the total composition C7H10O3. Source: the Open Molecules 2025 dataset; level of theory: ωB97M-V with the def2-TZVPD basis set.

As for the molecular weight: 142.154 g/mol. Its gap between HOMO and LUMO is 8.8 eV. For the calculated total energy, the calculation gives -498.273883 hartree. Its SMILES is O=C1C[C@H]2C=C(CO)[C@@H]12.O. As for the HOMO energy: -8.4 eV.

Geometry as ORCA input:
```
! RIJCOSX wB97M-V def2-TZVPD def2/J DEFGRID3
* xyz 0 1
H -1.34 0.19 1.46
C 1.50 -0.74 1.76
H -1.09 -0.40 -1.91
H 2.54 -0.94 1.49
H -0.82 -2.41 -1.33
H 1.03 1.40 2.48
C -0.86 1.75 -1.25
O 0.10 -2.10 0.14
H 1.26 -1.24 2.71
C 0.45 -1.04 0.70
O -0.68 0.63 -2.10
O -1.56 -2.19 -2.16
C -0.01 1.15 -0.19
C 0.99 0.72 1.63
H -0.39 2.63 -1.69
H -2.41 -2.20 -1.72
C 1.31 1.16 0.20
H -1.91 1.88 -0.93
H 2.23 1.50 -0.28
C -0.35 0.23 0.98
*
```

natural (NBO) population analysis, charges in e, atoms 1 to 4: 0.23, -0.51, 0.53, 0.23


No. 8
2 unconnected molecules or ions with the total composition C5H10ClF3NP. Source: the Open Molecules 2025 dataset; level of theory: ωB97M-V with the def2-TZVPD basis set.

As for the molecular weight: 207.563 g/mol. Its gap between HOMO and LUMO (spin up / spin down) is 7.9 / 7.5 eV. For the calculated total energy, the calculation gives -1352.280256 hartree. As for the HOMO energy (spin up / spin down): -9.0 / -8.3 eV.

Geometry as ORCA input:
```
! RIJCOSX wB97M-V def2-TZVPD def2/J DEFGRID3
* xyz 0 1
F -2.54 -0.20 1.34
P -1.98 0.01 -1.30
H 1.58 -2.58 1.60
H 2.05 1.92 -1.91
H 0.35 -1.68 2.43
H 1.77 1.55 0.28
C 1.22 -1.65 1.75
C 0.66 -0.98 0.42
F -2.32 1.89 0.51
H 1.89 -0.91 2.06
H 1.39 -1.18 -0.37
H 0.00 -1.80 0.02
C 0.84 1.38 -0.28
H 0.08 2.11 -0.41
N 0.13 0.31 0.34
F -4.10 0.61 0.26
C -2.76 0.59 0.27
H 0.64 0.97 -2.53
Cl -2.34 -1.85 -1.02
C 1.44 1.17 -1.68
H 2.00 0.30 -1.76
*
```

natural (NBO) population analysis, charges in e, atoms 1 to 4: -0.33, 0.59, 0.21, 0.21


Look up the calculated total energy of the third one.
-1142.845031 hartree


Which value of calculated total energy does entry 7 give?
-498.273883 hartree


Copy entry 5 word for word.
A molecular structure, C8H12NO6P2S2V. Source: the Open Molecules 2025 dataset; level of theory: ωB97M-V with the def2-TZVPD basis set.

As for the molecular weight: 395.211 g/mol. Its gap between HOMO and LUMO (spin up / spin down) is 7.3 / 8.4 eV. For the calculated total energy, the calculation gives -3241.397373 hartree. As for the HOMO energy (spin up / spin down): -12.2 / -12.3 eV.

Geometry as ORCA input:
```
! RIJCOSX wB97M-V def2-TZVPD def2/J DEFGRID3
* xyz 1 2
S -1.96 -2.03 -0.28
C 0.18 -3.65 -3.26
H -0.40 -4.20 -1.28
P 1.38 0.25 1.03
O -1.76 0.08 2.87
O 0.60 0.26 -0.32
C 0.14 -2.66 -4.26
H 0.66 -2.82 -5.20
H 0.84 0.63 3.93
O 2.70 1.10 0.72
N 0.66 2.85 1.33
C 0.44 1.50 2.02
H -2.57 2.62 3.16
H 0.74 -4.56 -3.43
H 0.29 2.84 0.38
O -1.87 2.65 2.49
H -0.57 -0.73 -4.82
H 2.06 1.80 3.44
S -2.19 0.18 -2.69
O -1.71 1.14 0.51
H 0.16 3.58 1.85
H 0.47 2.36 4.02
O 1.58 -1.01 1.74
V -1.17 -0.08 -0.77
C -1.28 -1.30 -2.86
C 0.99 1.59 3.44
H 3.51 0.61 0.92
C -0.54 -1.50 -4.06
P -1.38 1.20 2.03
C -0.46 -3.46 -2.07
C -1.22 -2.29 -1.85
H 1.66 3.06 1.29
*
```

natural (NBO) population analysis, charges in e, atoms 1 to 4: 0.26, -0.16, 0.24, 2.38